{"formula": "C17H68N34O17", "method": "the ωB97M-V functional and the def2-TZVPD basis", "symbols": ["O", "O", "O", "O", "O", "O", "O", "O", "O", "O", "O", "O", "O", "O", "O", "O", "O", "N", "N", "N", "N", "N", "N", "N", "N", "N", "N", "N", "N", "N", "N", "N", "N", "N", "N", "N", "N", "N", "N", "N", "N", "N", "N", "N", "N", "N", "N", "N", "N", "N", "N", "C", "C", "C", "C", "C", "C", "C", "C", "C", "C", "C", "C", "C", "C", "C", "C", "C", "H", "H", "H", "H", "H", "H", "H", "H", "H", "H", "H", "H", "H", "H", "H", "H", "H", "H", "H", "H", "H", "H", "H", "H", "H", "H", "H", "H", "H", "H", "H", "H", "H", "H", "H", "H", "H", "H", "H", "H", "H", "H", "H", "H", "H", "H", "H", "H", "H", "H", "H", "H", "H", "H", "H", "H", "H", "H", "H", "H", "H", "H", "H", "H", "H", "H", "H", "H"], "coordinates": [[1.648, 3.371, -2.247], [5.568, 0.243, -2.330], [-2.403, 1.476, -3.963], [2.759, -5.632, -3.982], [-2.100, -3.378, -4.703], [-0.561, -3.207, -1.262], [4.877, 1.317, 1.207], [-1.722, -3.121, 2.607], [-0.090, 1.025, 4.369], [-4.800, 0.473, -1.685], [2.801, -1.396, 1.908], [-4.910, -4.323, -0.123], [-1.436, 1.396, -0.774], [-1.880, 4.976, 2.037], [5.792, -4.018, -0.914], [-0.751, 5.488, 5.286], [-4.602, 1.341, 2.460], [-5.674, 1.972, -0.347], [6.602, 2.272, -2.247], [5.035, -3.190, 1.047], [-2.386, -4.287, 0.770], [-0.940, 7.588, 6.091], [-0.376, 3.733, 0.693], [1.052, -4.815, -1.480], [2.370, 1.565, -3.342], [-1.014, 3.243, -3.350], [1.716, -3.278, 2.641], [-2.032, -1.618, -3.309], [-4.395, -3.103, -1.982], [-3.884, -3.822, 2.459], [0.569, -1.277, 2.273], [0.544, 3.249, 4.088], [4.245, 3.184, 2.376], [0.050, -0.284, -1.135], [-5.235, -2.069, -0.126], [7.238, 0.569, -0.796], [-0.523, 1.958, -5.222], [4.548, -6.027, -2.807], [-2.487, 2.881, 1.261], [-3.142, 1.101, 4.217], [2.812, 1.788, -1.036], [-0.891, -4.899, -2.686], [-2.227, 6.820, 4.282], [4.490, -4.100, -4.125], [3.187, 1.028, 2.760], [-0.213, 2.489, 6.173], [-4.524, 2.652, -2.154], [4.208, -2.346, -0.943], [-3.377, -0.560, 2.675], [-2.798, -1.360, -5.546], [-1.953, -0.839, -0.334], [4.168, 1.772, 2.096], [-4.909, -3.232, -0.757], [-2.637, -3.609, 1.933], [-1.148, 0.157, -0.680], [-0.151, -4.239, -1.788], [-3.687, 0.710, 3.013], [-2.291, -2.162, -4.547], [1.745, -1.963, 2.242], [-1.603, 3.978, 1.302], [-1.295, 6.587, 5.228], [0.020, 2.151, 4.829], [-1.391, 2.131, -4.098], [6.354, 1.020, -1.835], [-4.918, 1.634, -1.339], [5.074, -3.218, -0.330], [2.229, 2.325, -2.220], [3.863, -5.229, -3.669], [5.902, -3.613, 1.375], [-3.254, -4.662, 0.352], [-2.317, 2.071, 0.654], [-2.441, 7.734, 3.947], [1.551, -4.213, -0.856], [4.044, -6.840, -2.505], [2.717, 2.455, -0.302], [2.485, 1.537, 3.289], [-3.209, -0.420, -5.230], [2.531, 0.555, -3.206], [1.797, 1.676, -4.154], [-1.597, 8.310, 6.442], [0.662, -0.265, 2.475], [-3.895, -3.854, -2.431], [-5.683, 2.898, -0.245], [-2.800, -1.126, 3.216], [-2.135, 6.234, 3.464], [7.491, 2.702, -2.081], [0.098, 2.713, -5.531], [-3.396, 3.038, 1.512], [3.766, -1.667, -0.315], [4.015, -3.515, -4.674], [0.848, -3.649, 2.929], [-5.463, -1.292, -0.806], [-0.626, -5.820, -3.098], [-2.274, -0.704, -3.053], [2.972, 0.263, 2.062], [-1.576, -2.237, -2.651], [1.601, -5.039, -2.277], [2.521, -3.867, 2.379], [-4.579, -2.223, -2.482], [5.982, 2.585, -2.977], [5.265, -3.750, -3.591], [-0.581, 3.406, 6.298], [-3.717, -0.929, 1.782], [-0.397, 3.143, -0.140], [-1.411, 3.275, -2.391], [-0.275, 7.480, 6.810], [7.302, 1.288, -0.041], [0.164, 4.564, 0.565], [4.695, -2.396, 1.543], [4.560, -2.065, -1.838], [-2.953, -0.645, -0.121], [-4.565, -4.306, 1.924], [-3.839, 2.348, -2.876], [-0.740, 1.192, -5.844], [4.136, 3.442, 3.303], [-4.612, 3.613, -1.886], [-2.204, 0.775, 4.484], [-3.903, -3.639, 3.453], [-1.643, -4.014, 0.217], [0.432, -1.132, -0.631], [-1.480, -4.391, -3.370], [0.338, 4.153, 4.508], [-5.500, 1.503, 0.508], [3.620, 1.207, -1.018], [0.009, 3.457, -3.194], [5.424, -5.690, -2.382], [0.744, 0.395, -1.390], [-0.325, -1.710, 2.487], [0.325, 3.301, 3.103], [-6.027, -2.127, 0.533], [-3.119, 2.129, 4.155], [-1.534, -1.784, -0.398], [5.216, 3.453, 2.037], [6.817, -0.295, -0.464], [-3.404, -1.900, -6.129], [-0.768, 1.819, 6.664]], "relative_energy_ev": 1.389, "e_homo_ev": -9.51, "lumo_energy_ha": 0.0149, "gap_ev": 9.914}